Arrangement 1

{"formula": "CH6P2", "method": "ωB97M-V/def2-TZVPD", "spin_multiplicity": 1, "homo_energy_ev": -8.347, "homo_lumo_gap_ev": 7.92, "elements": ["C", "P", "P", "H", "H", "H", "H", "H", "H"], "coordinates": [[0.908, -0.930, 0.401], [-1.556, 0.552, -0.429], [0.514, 0.511, -0.709], [0.216, -1.581, 0.026], [0.738, -0.410, 1.356], [1.967, -1.210, 0.335], [-1.558, 1.462, -1.321], [-1.547, -0.541, -1.401], [0.470, 2.523, 0.258]]}

Arrangement 2

{"formula": "CH6P2", "method": "ωB97M-V/def2-TZVPD", "spin_multiplicity": 1, "homo_energy_ev": -9.080, "homo_lumo_gap_ev": 10.07, "elements": ["C", "P", "P", "H", "H", "H", "H", "H", "H"], "coordinates": [[0.446, -1.327, 0.626], [-0.376, 1.808, 0.228], [-0.899, -0.199, -0.417], [0.013, -1.478, 1.608], [1.378, -0.780, 0.697], [0.562, -2.263, 0.102], [0.472, 2.135, -0.832], [-1.494, 2.322, -0.437], [-0.103, -0.217, -1.576]]}

What should be chosen as the most stable of them? Choose arrangement 2.

Arrangement 1

{"formula": "C20H30FO15", "method": "ωB97M-V/def2-TZVPD", "spin_multiplicity": 1, "charge": -1, "homo_energy_ev": -7.435, "homo_lumo_gap_ev": 9.50, "elements": ["F", "C", "C", "C", "O", "C", "O", "O", "H", "H", "H", "H", "H", "H", "C", "C", "C", "O", "C", "O", "O", "H", "H", "H", "H", "H", "H", "C", "C", "C", "O", "C", "O", "O", "H", "H", "H", "H", "H", "H", "C", "C", "C", "O", "C", "O", "O", "H", "H", "H", "H", "H", "H", "C", "C", "C", "O", "C", "O", "O", "H", "H", "H", "H", "H", "H"], "coordinates": [[-0.450, 0.070, 0.403], [-2.178, -4.184, 0.962], [-1.522, -3.436, -0.173], [0.002, -3.395, 0.165], [0.514, -4.147, -0.941], [-0.404, -4.460, -1.816], [-0.277, -5.095, -2.840], [-1.605, -4.094, -1.401], [-2.136, -3.589, 1.934], [-1.795, -5.147, 1.490], [-3.233, -4.447, 0.746], [-2.162, -2.453, -0.088], [0.587, -3.810, 0.917], [0.429, -2.374, -0.038], [-0.847, -1.375, -3.302], [-2.081, -0.528, -2.650], [-1.711, 0.851, -2.087], [-2.152, 1.780, -3.049], [-2.980, 1.213, -3.856], [-3.696, 1.742, -4.653], [-3.040, -0.121, -3.600], [-0.298, -0.644, -3.713], [-1.080, -2.225, -3.740], [-0.423, -1.806, -2.405], [-2.534, -1.250, -1.933], [-0.488, 0.805, -1.941], [-2.245, 1.220, -1.061], [1.288, -0.272, 4.299], [-0.070, 0.242, 3.600], [-1.268, -0.755, 3.434], [-2.122, -0.210, 4.324], [-1.803, 0.967, 4.726], [-2.489, 1.679, 5.506], [-0.642, 1.406, 4.183], [1.948, 0.605, 4.050], [1.590, -1.179, 3.723], [1.091, -0.281, 5.421], [0.007, 0.506, 2.621], [-0.843, -1.620, 3.691], [-1.466, -0.692, 2.290], [3.287, -1.330, -2.231], [2.662, 0.107, -1.934], [2.696, 0.388, -0.399], [3.715, 1.397, -0.390], [4.025, 1.843, -1.605], [4.905, 2.583, -1.733], [3.519, 1.043, -2.495], [3.447, -1.116, -3.257], [2.588, -2.119, -1.858], [4.154, -1.599, -1.737], [1.698, 0.245, -2.307], [2.561, -0.803, 0.211], [1.858, 1.081, -0.003], [1.639, 3.646, 0.867], [0.318, 3.328, 0.183], [-0.823, 3.151, 1.110], [-1.602, 4.309, 0.780], [-1.147, 4.887, -0.306], [-1.660, 5.894, -0.942], [-0.023, 4.394, -0.763], [2.596, 3.550, 0.196], [1.906, 3.081, 1.829], [1.943, 4.735, 1.229], [0.028, 2.381, -0.391], [-0.575, 3.148, 2.083], [-1.130, 2.278, 0.670]]}

Arrangement 2

{"formula": "C20H30FO15", "method": "ωB97M-V/def2-TZVPD", "spin_multiplicity": 1, "charge": -1, "homo_energy_ev": -7.203, "homo_lumo_gap_ev": 9.25, "elements": ["F", "C", "C", "C", "O", "C", "O", "O", "H", "H", "H", "H", "H", "H", "C", "C", "C", "O", "C", "O", "O", "H", "H", "H", "H", "H", "H", "C", "C", "C", "O", "C", "O", "O", "H", "H", "H", "H", "H", "H", "C", "C", "C", "O", "C", "O", "O", "H", "H", "H", "H", "H", "H", "C", "C", "C", "O", "C", "O", "O", "H", "H", "H", "H", "H", "H"], "coordinates": [[0.746, -34.422, 11.017], [4.398, -33.629, 11.196], [4.579, -32.524, 10.172], [3.571, -32.733, 9.070], [2.999, -31.415, 8.810], [3.389, -30.698, 9.789], [3.010, -29.533, 9.894], [4.133, -31.350, 10.688], [3.525, -33.610, 11.688], [5.081, -33.488, 12.056], [4.671, -34.594, 10.554], [5.622, -32.361, 9.770], [2.610, -33.346, 9.118], [4.055, -33.225, 8.287], [-0.197, -35.346, 8.123], [1.032, -36.283, 7.966], [1.368, -36.985, 9.277], [1.760, -38.362, 8.805], [1.111, -38.477, 7.630], [0.861, -39.611, 7.072], [0.688, -37.366, 7.116], [-0.859, -36.022, 8.651], [-0.541, -35.095, 7.154], [0.037, -34.446, 8.790], [1.806, -35.734, 7.510], [0.680, -36.940, 10.224], [2.484, -36.656, 9.730], [3.523, -36.462, 14.258], [2.121, -36.314, 14.926], [0.964, -35.944, 13.981], [-0.016, -36.996, 14.189], [0.492, -37.885, 15.030], [-0.018, -38.903, 15.304], [1.728, -37.511, 15.430], [4.223, -36.608, 15.000], [3.811, -35.366, 13.838], [3.386, -37.185, 13.351], [2.105, -35.512, 15.751], [1.126, -35.916, 12.983], [0.517, -35.133, 14.227], [-2.339, -36.226, 12.271], [-3.373, -35.252, 11.815], [-2.871, -34.389, 10.483], [-3.894, -34.941, 9.585], [-4.808, -35.700, 10.121], [-5.817, -36.100, 9.579], [-4.499, -36.054, 11.398], [-1.462, -35.829, 12.848], [-2.108, -36.869, 11.573], [-2.704, -36.843, 13.267], [-3.756, -34.814, 12.670], [-1.741, -34.369, 10.231], [-3.053, -33.502, 10.780], [1.319, -30.944, 12.978], [-0.013, -31.467, 12.332], [-0.810, -32.580, 13.195], [-2.015, -31.815, 13.521], [-2.123, -30.708, 12.781], [-3.139, -29.923, 12.739], [-1.056, -30.501, 12.080], [1.068, -30.678, 14.005], [1.701, -30.006, 12.574], [2.108, -31.563, 13.075], [0.463, -31.995, 11.519], [-0.304, -32.956, 14.211], [-0.987, -33.416, 12.519]]}

What should be chosen as the most stable of them? Choose arrangement 2.

Arrangement 1

{"formula": "C11H17N5O4", "method": "ωB97M-V/def2-TZVPD", "spin_multiplicity": 1, "homo_energy_ev": -9.060, "homo_lumo_gap_ev": 9.56, "elements": ["C", "C", "C", "C", "C", "C", "C", "C", "C", "C", "C", "H", "H", "H", "H", "H", "H", "H", "H", "H", "H", "H", "H", "H", "H", "H", "H", "H", "N", "N", "N", "N", "N", "O", "O", "O", "O"], "coordinates": [[1.245, -1.209, -0.472], [1.360, -0.018, 0.404], [-0.183, -1.544, -0.721], [-0.439, -2.890, -1.448], [0.211, -3.030, -2.850], [0.692, 2.322, 0.829], [2.094, 2.735, 1.252], [-0.364, 2.019, 1.956], [-1.694, 1.768, 1.238], [-2.830, 2.435, 1.505], [-3.217, 0.870, 0.018], [1.442, -2.558, 0.990], [2.863, -1.986, 0.295], [1.654, -0.880, -1.392], [-0.603, -1.693, 0.279], [-0.678, -0.616, -1.266], [-1.547, -2.985, -1.523], [-0.091, -3.611, -0.738], [1.724, -4.050, -2.087], [1.652, -3.968, -3.769], [0.325, 1.078, -0.899], [0.426, 3.165, 0.172], [-0.064, 1.093, 2.529], [-0.444, 2.854, 2.642], [-3.035, 3.425, 1.938], [-3.725, 0.071, -0.490], [-4.770, 2.147, 0.779], [3.002, 4.002, 2.177], [1.943, -2.304, 0.090], [1.146, -3.964, -2.951], [0.841, 1.137, -0.061], [-1.907, 0.761, 0.294], [-3.787, 1.803, 0.817], [1.754, -0.151, 1.547], [-0.170, -2.395, -3.848], [3.119, 2.268, 0.841], [2.056, 3.900, 1.921]]}

Arrangement 2

{"formula": "C11H17N5O4", "method": "ωB97M-V/def2-TZVPD", "spin_multiplicity": 1, "homo_energy_ev": -8.649, "homo_lumo_gap_ev": 9.19, "elements": ["C", "C", "C", "C", "C", "C", "C", "C", "C", "C", "C", "H", "H", "H", "H", "H", "H", "H", "H", "H", "H", "H", "H", "H", "H", "H", "H", "H", "N", "N", "N", "N", "N", "O", "O", "O", "O"], "coordinates": [[0.450, -1.839, 0.334], [-0.909, -2.442, -0.105], [1.454, -1.756, -0.782], [2.799, -1.095, -0.210], [2.764, 0.321, 0.058], [-2.300, -0.434, 0.298], [-3.779, 0.051, 0.214], [-1.547, 0.379, -0.872], [-1.025, 1.590, -0.278], [-0.383, 2.482, -1.143], [-0.149, 3.179, 0.886], [1.025, -3.466, 1.356], [0.387, -2.334, 2.334], [0.042, -0.848, 0.584], [1.148, -1.164, -1.653], [1.644, -2.833, -1.074], [3.695, -1.286, -0.725], [2.764, -1.532, 0.856], [3.846, 1.966, 0.225], [4.884, 0.498, -0.241], [-2.994, -2.290, -0.209], [-2.028, 0.148, 1.195], [-2.208, 0.651, -1.681], [-0.942, -0.421, -1.255], [-0.241, 2.286, -2.173], [0.303, 3.677, 1.761], [0.045, 4.344, -0.928], [-3.237, 1.874, 0.807], [0.974, -2.445, 1.522], [3.995, 0.931, -0.005], [-2.083, -1.810, -0.109], [-0.861, 2.117, 1.039], [0.123, 3.523, -0.475], [-0.773, -3.637, -0.447], [1.811, 0.982, 0.485], [-4.666, -0.653, -0.295], [-4.027, 1.288, 0.706]]}

What should be chosen as the most stable of them? Choose arrangement 1.

Arrangement 1

{"formula": "C5H11N2O", "method": "ωB97M-V/def2-TZVPD", "spin_multiplicity": 1, "charge": 1, "homo_energy_ev": -14.150, "homo_lumo_gap_ev": 10.63, "elements": ["C", "C", "C", "C", "C", "N", "N", "O", "H", "H", "H", "H", "H", "H", "H", "H", "H", "H", "H"], "coordinates": [[-1.487, 0.952, 1.059], [-0.133, 0.456, -1.121], [0.364, -0.274, 0.118], [0.341, -1.786, -0.130], [1.762, 0.242, 0.477], [-0.553, 0.038, 1.228], [-1.556, 1.523, -0.082], [-0.780, -0.243, -2.001], [-2.140, 1.185, 1.897], [0.439, 1.328, -1.436], [0.668, -2.319, 0.757], [1.000, -2.053, -0.952], [-0.661, -2.111, -0.391], [1.739, 1.310, 0.683], [2.458, 0.058, -0.337], [2.141, -0.263, 1.360], [-0.411, -0.438, 2.105], [-2.234, 2.194, -0.394], [-0.957, 0.202, -2.843]]}

Arrangement 2

{"formula": "C5H11N2O", "method": "ωB97M-V/def2-TZVPD", "spin_multiplicity": 1, "charge": 1, "homo_energy_ev": -12.875, "homo_lumo_gap_ev": 4.88, "elements": ["O", "C", "C", "C", "C", "N", "C", "N", "H", "H", "H", "H", "H", "H", "H", "H", "H", "H", "H"], "coordinates": [[-3.133, -0.553, -0.527], [-3.145, 0.637, -0.636], [-1.882, 1.452, -0.632], [-0.609, 0.847, -0.742], [-0.378, -0.018, -1.990], [2.429, -1.339, 2.874], [2.288, -1.155, 1.477], [1.734, -0.166, 0.879], [-4.093, 1.195, -0.678], [0.295, -0.848, -1.804], [-2.019, 2.528, -0.519], [-0.630, 0.179, 0.167], [0.165, 1.565, -0.491], [-1.277, -0.582, -2.248], [-0.165, 0.581, -2.872], [2.720, -2.299, 3.036], [3.168, -0.682, 2.409], [2.577, -2.003, 0.850], [1.956, 0.662, 1.449]]}

What should be chosen as the most stable of them? Choose arrangement 1.